1:
The following is a DFT calculation (ωB97M-V with the def2-TZVPD basis set) of a single C10H14N2O2 molecule.

Each line ends with the Mulliken charge.
Element x y z (Å)
N -1.510 -3.313 -3.967  0.959
O -1.368 -4.528 -3.882  -0.611
C 1.797 -2.562 -2.378  -0.485
H -1.073 -1.063 1.799  0.402
H -1.612 2.631 0.929  0.292
H -2.690 1.201 2.463  0.452
H -2.234 -0.156 0.705  0.219
C -0.924 2.362 1.667  -0.721
C -0.485 -2.487 -3.476  -0.425
H 1.092 1.822 1.533  0.305
H 0.440 -4.111 -2.835  0.417
C -1.295 -0.041 1.417  -0.562
H 3.176 -1.317 -1.501  0.241
C 0.581 -3.074 -2.874  -0.051
C 0.209 1.782 0.927  -0.618
C 1.524 -0.264 -1.092  -0.831
C 2.096 -1.369 -1.753  -0.146
C 0.483 -0.429 -0.230  0.071
H 2.130 0.629 -1.152  0.295
H 0.582 2.180 -0.022  0.384
N -0.185 0.454 0.564  0.109
H 2.384 -3.474 -2.293  0.227
O -2.477 -2.793 -4.527  -0.614
H -1.235 0.878 3.354  0.247
H -0.740 3.242 2.293  0.382
H -0.841 -1.418 -3.639  0.389
C -1.673 1.111 2.320  -0.756
H -0.025 -1.340 -0.293  0.431

Properties
- LUMO level: -0.65 eV
- Total charge: 0
- HOMO: -7.7 eV
- Gap between HOMO and LUMO: 7.023 eV


2:
The following is a DFT calculation (ωB97M-V with the def2-TZVPD basis set) of a single C10H14N2O2 molecule.

Each line ends with the Mulliken charge.
Element x y z (Å)
H 3.044 0.823 1.368  0.375
H -1.785 2.997 0.380  0.346
N -1.416 1.982 0.362  -0.150
C -0.558 -0.500 -2.489  -1.021
H -1.824 -1.821 -1.329  0.440
C -0.958 -0.273 -0.024  1.021
H 1.156 -1.197 -0.079  0.458
H -2.381 -2.333 2.363  0.285
C 0.012 1.818 0.208  0.313
C -2.243 -1.817 1.404  -0.717
H 1.438 0.688 2.166  0.354
H 2.585 -0.772 2.140  0.265
H -3.101 -1.473 0.823  0.286
O 0.712 2.824 0.224  -0.651
H 3.413 -0.124 -0.837  0.411
H -0.058 0.447 -2.218  0.410
H -0.569 -1.043 -3.442  0.282
H -0.326 -1.160 1.942  0.147
H 1.952 -0.188 -2.028  0.331
C 2.347 0.318 -1.039  -1.429
C 1.430 -0.190 0.107  0.323
C -1.073 -1.288 1.147  -0.566
N 0.199 0.491 0.110  0.240
O -3.258 0.561 -0.137  -0.584
C 2.115 0.106 1.508  -1.301
C -2.095 0.799 0.044  0.224
H 2.338 1.352 -1.261  0.317
C -1.097 -1.030 -1.413  -0.409

Properties
- LUMO level: 0.79 eV
- Total charge: 0
- HOMO: -9.7 eV
- Gap between HOMO and LUMO: 10.467 eV


It is 2 that is most stable; the runner-up trails by 0.1642 hartree.